No. 1
ORCA calculation (the ωB97M-V functional and the def2-TZVPD basis) on a molecular structure, C47H45F2IMnN2O2P3S2 in a non-equilibrium geometry.

energy above the lowest of the compared OMol25 structures with the same formula, charge and spin: 1.650 eV
charge: -2
multiplicity: 5
LUMO energy (alpha / beta): 0.141 / 0.141 Ha
F_max: 1.6 eV/Å

Geometry (Å):
Mn: -2.10016 0.60556 -1.26905
F: 1.83538 -0.72039 -5.04389
C: 0.75900 0.06015 -4.69199
C: 0.12991 -0.14320 -3.48120
C: -0.98186 0.60595 -3.07665
C: -1.41294 1.63321 -3.98472
C: -0.73156 1.80984 -5.19384
F: -1.09739 2.78086 -6.08656
C: 0.33470 1.02776 -5.58231
C: -2.52173 2.43605 -3.52673
C: -3.28221 3.31419 -4.30919
C: -4.28533 4.06739 -3.74141
C: -4.52157 3.93089 -2.35469
C: -3.78566 3.01162 -1.65299
N: -2.81247 2.25202 -2.18743
H: 0.52742 -0.93223 -2.85296
H: 0.80579 1.17793 -6.54396
H: -3.08163 3.40008 -5.36528
H: -4.88177 4.73971 -4.34701
H: -5.26596 4.52265 -1.83868
H: -3.98204 2.86813 -0.59845
C: 2.25224 5.34511 1.58811
C: 1.96481 4.23756 0.58702
O: 0.82417 3.47791 0.95898
P: -0.66886 3.84292 0.39958
S: -0.60337 4.74033 -1.33343
S: -1.75779 2.22177 0.82587
O: -1.12339 4.99854 1.46683
C: -1.21040 4.69183 2.85264
C: -2.60037 5.01939 3.36605
H: 3.16421 5.87081 1.29786
H: 2.37931 4.92592 2.58701
H: 1.42433 6.05462 1.59778
H: 2.79685 3.52891 0.53423
H: 1.80595 4.66597 -0.40684
H: -0.45248 5.28915 3.37355
H: -0.98809 3.63586 3.01615
H: -2.84840 6.05989 3.15208
H: -2.63482 4.84746 4.44419
H: -3.33356 4.37865 2.87676
C: 1.49841 -1.98139 1.68858
N: 1.15658 -2.84734 0.57218
C: 0.37093 -2.39443 -0.58722
P: -1.33214 -1.46555 -0.45293
C: -1.90885 -1.98608 1.20523
C: -1.57436 -3.21120 1.79522
C: -2.09380 -3.56710 3.02858
C: -3.01013 -2.74455 3.66862
C: -3.34030 -1.52400 3.09731
C: -2.77272 -1.13636 1.89434
C: -2.17104 -2.78195 -1.51199
C: -2.25670 -2.52126 -2.88087
C: -2.82962 -3.42932 -3.75465
C: -3.32416 -4.63477 -3.27809
C: -3.27631 -4.89197 -1.91769
C: -2.72275 -3.97043 -1.03938
C: 1.89837 -3.99704 0.45702
C: 2.11982 -4.63679 -0.77640
C: 2.88014 -5.78948 -0.85346
C: 3.44975 -6.35142 0.28050
C: 3.23351 -5.73658 1.50610
C: 2.47010 -4.58725 1.60137
P: 1.21460 -0.17371 1.40278
C: 2.07897 0.29359 2.94803
C: 1.25735 0.47154 4.06477
C: 1.78313 0.91176 5.26620
C: 3.13761 1.20494 5.36991
C: 3.95223 1.06897 4.25235
C: 3.43114 0.61738 3.05188
C: 2.44108 0.18069 0.09742
C: 3.58915 -0.56353 -0.19052
C: 4.46234 -0.14716 -1.18330
C: 4.22700 1.02654 -1.88843
C: 3.07441 1.75602 -1.63283
C: 2.18252 1.31530 -0.67131
H: 2.54998 -2.12404 1.96255
H: 0.90066 -2.22160 2.57993
H: 0.11196 -3.28093 -1.16163
H: 1.00011 -1.75297 -1.21527
H: -0.89425 -3.88704 1.29894
H: -1.79016 -4.50204 3.48563
H: -3.47171 -3.05969 4.59635
H: -4.05304 -0.87330 3.58835
H: -3.00779 -0.16439 1.47881
H: -1.89606 -1.56997 -3.25393
H: -2.91036 -3.18353 -4.80653
H: -3.76527 -5.35413 -3.95849
H: -3.69906 -5.81355 -1.53299
H: -2.74979 -4.18226 0.01884
H: 1.72023 -4.21555 -1.68745
H: 3.04667 -6.24821 -1.82065
H: 4.04813 -7.25112 0.21622
H: 3.66567 -6.15920 2.40591
H: 2.29382 -4.14716 2.57336
H: 0.19756 0.26351 3.96690
H: 1.14390 1.03476 6.13303
H: 3.55033 1.54924 6.31084
H: 5.00494 1.31967 4.32702
H: 4.06953 0.51146 2.18335
H: 3.79991 -1.48400 0.34344
H: 5.33082 -0.75491 -1.41291
H: 4.92574 1.35985 -2.64597
H: 2.85849 2.66455 -2.18042
H: 1.26290 1.86290 -0.51362
I: -4.57833 -0.39318 -1.36437

---

No. 2
ORCA calculation (the ωB97M-V functional and the def2-TZVPD basis) on 2 unconnected molecules or ions with the total composition C47H45N2OSi in a non-equilibrium geometry.

energy above the lowest of the compared OMol25 structures with the same formula, charge and spin: 0.000 eV
charge: +1
LUMO energy: -0.165 Ha
F_max: 2.0 eV/Å

Geometry (Å):
C: -1.75711 1.42376 -3.92269
C: -1.04174 1.97765 -2.85938
C: 0.00807 1.26892 -2.26943
C: 0.33471 -0.02100 -2.71364
Si: 1.72866 -0.96566 -1.90899
C: 2.12685 -2.42508 -2.99014
C: 3.40186 -2.51886 -3.55863
C: 3.71135 -3.55847 -4.44425
C: 2.76058 -4.53805 -4.73911
C: 1.49951 -4.48025 -4.14034
C: 1.18474 -3.42978 -3.27060
C: 3.15503 0.21730 -1.73237
C: 3.41186 1.04114 -2.83824
C: 4.50116 1.91519 -2.84268
C: 5.32640 2.01490 -1.71856
C: 5.05626 1.22748 -0.59626
C: 3.97687 0.33236 -0.59989
C: 1.40426 -1.67349 -0.15007
C: 2.38512 -2.83196 0.18733
C: 1.58253 -4.11223 0.01663
C: 0.12931 -3.71285 0.25686
N: 0.10065 -2.27608 0.02561
C: -1.06039 -1.63364 0.23195
C: -1.21954 -0.28910 0.47008
C: -2.45743 0.35791 0.03859
C: -3.02163 1.49325 0.66834
C: -4.03742 2.23771 0.07809
C: -4.65732 1.74748 -1.07377
C: -4.23644 0.52671 -1.62823
C: -3.12312 -0.13220 -1.11226
C: -0.37406 -0.55648 -3.79600
C: -1.42115 0.15479 -4.38786
H: -2.57876 1.97597 -4.37956
H: -1.30860 2.96232 -2.47461
H: 0.57173 1.71749 -1.44715
H: 4.15615 -1.77235 -3.30309
H: 4.70040 -3.58766 -4.90346
H: 2.99937 -5.33805 -5.44036
H: 0.75191 -5.24481 -4.35286
H: 0.18842 -3.39744 -2.82071
H: 2.74830 1.00195 -3.70316
H: 4.69982 2.51650 -3.72806
H: 6.17395 2.70238 -1.72048
H: 5.69448 1.30349 0.28564
H: 3.77827 -0.28055 0.28041
H: 1.54501 -0.76843 0.46428
H: 3.29887 -2.83127 -0.40346
H: 2.66981 -2.68474 1.22913
H: 1.65857 -4.52530 -0.99508
H: 1.85943 -4.88557 0.73004
H: -0.60729 -4.21099 -0.38885
H: -0.19063 -3.87339 1.29761
H: -1.93043 -2.30127 0.23357
H: -0.35111 0.30649 0.71129
H: -2.60483 1.82309 1.61970
H: -4.38358 3.16627 0.54095
H: -5.51719 2.27081 -1.49070
H: -4.78659 0.08010 -2.46522
H: -2.70178 -0.99731 -1.64216
H: -0.10449 -1.53983 -4.17964
H: -1.97734 -0.29328 -5.21070
C: -6.41829 -1.93920 3.00776
O: -5.72848 -1.12304 3.97088
C: -4.40380 -0.88739 3.80387
C: -3.60937 -1.55877 2.83544
C: -2.24684 -1.42585 2.97823
C: -1.70577 -0.19630 3.45754
C: -0.47023 0.32597 2.91520
C: -0.03918 1.67112 2.66791
C: 1.08859 2.36259 3.32376
C: 1.73314 2.26758 4.55567
C: 2.57287 3.32178 4.97154
C: 2.84787 4.41995 4.13342
C: 2.34385 4.45685 2.82601
C: 1.48975 3.42504 2.47206
N: 0.63623 3.44422 1.37439
C: 0.65981 4.38490 0.26201
C: -0.28871 2.47367 1.50501
C: -2.48248 0.45262 4.45527
C: -3.77891 0.04218 4.68933
H: -7.37999 -2.13501 3.47596
H: -6.55884 -1.37390 2.07726
H: -5.89278 -2.88276 2.81191
H: -4.06464 -2.17989 2.04565
H: -1.57703 -2.19089 2.59291
H: 0.33621 -0.40372 2.84351
H: 1.53440 1.40126 5.18074
H: 3.00403 3.31792 5.97767
H: 3.44657 5.25636 4.49090
H: 2.53798 5.28051 2.13199
H: 1.61930 4.90676 0.22878
H: 0.52522 3.83567 -0.68169
H: -0.15678 5.11844 0.35665
H: -1.00732 2.36107 0.69779
H: -2.01865 1.25866 5.02967
H: -4.37804 0.43563 5.51162